Record 1
Computed, not measured: 6 unconnected molecules or ions with the total composition C30H69O21P3 in a non-equilibrium geometry, with the ωB97M-V functional and the def2-TZVPD basis.

Computed properties:
Molecular weight (g mol⁻¹): 858.78
LUMO level (spin up / spin down) (eV): -1.92 / -9.83
Gap between HOMO and LUMO (spin up / spin down) (eV): 10.1 / 2.1
Charge: +1
HOMO (spin up / spin down) (eV): -11.977 / -11.977
Expectation value of S²: 0.76
DFT total energy (Eh): -3788.3460
Largest force on an atom (eV/Å): 5.36
2S+1: 2

Each line ends with the Löwdin charge.
Cartesian coordinates (Å):
C 2.450 6.920 7.054  -0.063
C 2.954 5.465 6.722  -0.262
O 1.919 4.544 7.123  -0.209
P 1.673 3.224 6.092  0.563
O 1.370 3.506 4.655  -0.278
O 0.515 2.343 6.907  -0.220
C -0.967 2.553 7.009  -0.210
C -1.802 2.573 5.727  -0.077
O 2.996 2.298 6.376  -0.214
C 3.389 1.103 5.620  -0.230
C 4.635 1.180 4.709  -0.070
H 3.063 7.656 6.534  0.067
H 1.412 7.169 6.832  0.074
H 2.589 7.187 8.102  0.065
H 3.143 5.455 5.648  0.098
H 3.927 5.201 7.137  0.114
H -1.309 1.778 7.695  0.109
H -1.139 3.399 7.675  0.111
H -1.268 3.100 4.937  0.057
H -1.949 1.582 5.297  0.067
H -2.769 3.049 5.889  0.080
H 3.627 0.628 6.572  0.120
H 2.622 0.565 5.063  0.109
H 4.433 1.744 3.798  0.064
H 5.408 1.703 5.271  0.073
H 5.091 0.228 4.439  0.075
C -3.869 -0.140 1.734  -0.081
C -4.126 1.323 1.815  -0.259
O -3.495 1.917 0.657  -0.207
P -3.324 3.515 0.420  0.562
O -4.451 4.266 1.019  -0.229
O -1.824 3.952 0.981  -0.154
C -0.762 3.404 0.280  -0.359
C -0.037 2.498 1.210  -0.062
O -3.159 3.706 -1.236  -0.210
C -2.901 4.961 -1.767  -0.344
C -3.315 5.118 -3.172  -0.076
H -2.822 -0.443 1.745  0.074
H -4.466 -0.655 2.486  0.088
H -4.265 -0.479 0.777  0.073
H -5.211 1.404 1.885  0.127
H -3.676 1.820 2.674  0.119
H -0.831 2.932 -0.700  0.115
H -0.120 4.269 0.113  0.127
H 0.985 2.182 1.002  0.065
H 0.121 3.196 2.032  0.082
H -0.639 1.616 1.429  0.081
H -3.467 5.752 -1.275  0.127
H -1.831 5.170 -1.740  0.122
H -3.191 6.131 -3.553  0.090
H -2.447 4.749 -3.718  0.062
H -4.275 4.660 -3.410  0.095
C 2.717 -0.056 1.532  -0.070
C 2.226 -0.668 0.255  -0.267
O 1.253 -1.692 0.559  -0.137
P 0.500 -2.279 -0.678  0.533
O 0.518 -1.534 -2.012  -0.171
O 1.248 -3.695 -0.828  -0.165
C 1.323 -4.651 0.212  -0.267
C 2.720 -4.639 0.806  -0.048
O -1.030 -2.622 -0.215  -0.152
C -1.854 -3.166 -1.200  -0.273
C -2.150 -4.756 -1.101  -0.011
H 1.891 0.222 2.186  0.082
H 3.340 -0.736 2.112  0.079
H 3.353 0.815 1.369  0.089
H 1.958 0.198 -0.350  0.114
H 2.965 -1.164 -0.374  0.099
H 0.584 -4.429 0.981  0.114
H 1.043 -5.652 -0.118  0.123
H 3.302 -5.354 0.225  0.063
H 3.251 -3.688 0.748  0.078
H 2.723 -4.984 1.840  0.089
H -2.743 -2.539 -1.271  0.102
H -1.534 -2.975 -2.224  0.095
H -1.180 -5.239 -1.226  0.053
H -2.467 -5.010 -0.090  0.073
H -2.773 -5.324 -1.792  0.066
C -6.074 -5.029 -3.035  -0.036
C -5.620 -3.528 -2.904  -0.220
O -4.435 -3.343 -3.580  -0.002
C -4.356 -3.102 -4.896  -0.530
O -5.275 -2.947 -5.680  0.132
O -3.037 -2.936 -5.282  -0.080
C -2.637 -2.951 -6.699  0.004
H -6.970 -5.155 -2.427  0.080
H -5.258 -5.739 -2.901  0.069
H -6.372 -5.276 -4.054  0.074
H -5.523 -3.182 -1.875  0.120
H -6.409 -2.922 -3.350  0.123
H -2.899 -1.966 -7.084  0.093
H -3.278 -3.717 -7.136  0.095
H -1.601 -3.266 -6.821  0.097
C -2.774 0.885 -3.198  -0.005
C -1.898 -0.071 -3.965  -0.111
O -1.801 0.377 -5.340  0.159
C -1.116 1.565 -5.519  -0.398
O -0.432 2.258 -4.722  0.145
O -1.379 1.885 -6.859  0.001
C -1.035 3.193 -7.307  -0.021
H -3.741 1.057 -3.671  0.115
H -2.268 1.773 -2.820  0.079
H -3.108 0.392 -2.285  0.097
H -2.433 -1.020 -3.973  0.118
H -0.955 -0.153 -3.425  0.141
H 0.028 3.371 -7.146  0.106
H -1.674 3.933 -6.826  0.108
H -1.174 3.271 -8.385  0.105
C 6.480 -6.024 0.154  -0.053
C 7.196 -5.178 -0.933  -0.161
O 6.281 -4.048 -1.080  0.004
C 6.613 -2.868 -1.605  -0.642
O 7.719 -2.611 -2.046  0.131
O 5.510 -2.245 -1.576  0.018
C 5.371 -0.915 -1.983  -0.019
H 5.421 -5.768 0.170  0.041
H 6.783 -5.760 1.167  0.075
H 6.588 -7.102 0.027  0.076
H 7.282 -5.680 -1.896  0.118
H 8.252 -5.038 -0.705  0.121
H 4.563 -0.288 -1.606  0.085
H 5.311 -1.029 -3.065  0.109
H 6.340 -0.463 -1.774  0.104

***

Record 2
Computed, not measured: 10 unconnected molecules or ions with the total composition C41H60O31PS in a non-equilibrium geometry, with the ωB97M-V functional and the def2-TZVPD basis.

Computed properties:
Molecular weight (g mol⁻¹): 1111.94
LUMO level (eV): -3.44
Gap between HOMO and LUMO (eV): 7.7
Charge: +1
HOMO (eV): -11.143
DFT total energy (Eh): -4669.9858
Largest force on an atom (eV/Å): 5.55
2S+1: 1

Each line ends with the Löwdin charge.
Cartesian coordinates (Å):
C -5.714 1.767 -2.708  -0.044
C -5.140 0.327 -2.854  -0.228
C -4.103 -0.090 -1.908  0.000
C -3.536 -1.448 -1.942  0.019
C -3.965 -2.462 -2.927  -0.097
C -3.353 -3.895 -2.869  -0.319
C -2.795 -4.451 -4.240  -0.069
C -2.213 -4.073 -1.786  -0.088
C -5.000 -2.011 -3.883  -0.270
O -5.530 -2.880 -4.858  -0.107
C -4.810 -2.871 -6.077  -0.320
P -3.585 -1.479 -6.298  1.122
C -2.403 -2.050 -7.667  -0.268
C -1.003 -2.375 -6.961  -0.253
C 0.188 -1.474 -7.497  -0.191
S 1.201 -0.672 -6.200  0.638
O 1.023 0.780 -6.242  -0.308
O 2.620 -0.940 -6.397  -0.284
O 0.852 -1.159 -4.681  -0.171
C -5.570 -0.653 -3.838  0.008
H -4.932 2.508 -2.421  0.088
H -6.298 2.058 -3.621  0.085
H -6.461 1.723 -1.865  0.077
H -3.757 0.618 -1.124  0.119
H -2.778 -1.658 -1.149  0.094
H -4.180 -4.596 -2.549  0.152
H -3.439 -5.263 -4.685  0.097
H -1.811 -4.960 -4.026  0.086
H -2.574 -3.675 -5.015  0.022
H -1.299 -3.474 -2.069  0.079
H -1.871 -5.134 -1.696  0.091
H -2.567 -3.734 -0.782  0.085
H -4.285 -3.848 -6.274  0.098
H -5.570 -2.768 -6.910  0.133
H -4.236 -0.328 -6.818  0.053
H -2.765 -1.196 -5.180  0.046
H -2.785 -3.042 -8.041  0.103
H -2.319 -1.314 -8.500  0.098
H -1.066 -2.291 -5.849  0.050
H -0.711 -3.442 -7.171  0.130
H -0.165 -0.667 -8.184  0.093
H 0.877 -2.137 -8.082  0.124
H -0.087 -1.014 -4.448  0.087
H -6.369 -0.388 -4.572  0.126
C 0.367 3.224 -9.169  -0.116
C 0.326 1.961 -9.982  -0.130
O -1.066 1.779 -10.224  0.043
C -1.657 3.004 -10.118  -0.559
O -2.784 3.232 -10.422  0.167
O -0.791 3.926 -9.621  0.072
H 1.270 3.806 -9.346  0.140
H 0.271 3.035 -8.097  0.128
H 0.841 2.064 -10.941  0.139
H 0.741 1.107 -9.447  0.114
C 2.153 -0.346 -1.473  -0.130
C 2.797 -0.852 -0.218  -0.110
O 1.675 -1.207 0.594  0.078
C 0.634 -1.445 -0.244  -0.551
O -0.411 -1.920 0.090  0.137
O 0.923 -1.073 -1.517  0.035
H 2.755 -0.546 -2.361  0.133
H 1.929 0.721 -1.429  0.101
H 3.405 -1.741 -0.388  0.119
H 3.408 -0.092 0.267  0.130
C 0.658 3.091 2.868  -0.105
C -0.544 2.500 2.189  -0.110
O -0.100 2.342 0.842  0.077
C 1.252 2.265 0.868  -0.519
O 1.928 1.964 -0.071  0.132
O 1.743 2.570 2.096  0.039
H 0.742 2.787 3.910  0.144
H 0.679 4.182 2.814  0.140
H -0.813 1.520 2.590  0.141
H -1.415 3.153 2.238  0.139
C 4.790 2.478 3.019  -0.119
C 5.655 3.603 2.524  -0.119
O 5.626 4.524 3.612  0.067
C 5.332 3.815 4.735  -0.550
O 5.391 4.250 5.842  0.155
O 4.959 2.544 4.433  0.066
H 5.106 1.509 2.635  0.138
H 3.735 2.625 2.784  0.106
H 6.688 3.292 2.350  0.135
H 5.266 4.061 1.615  0.135
C -10.335 0.704 -1.900  -0.124
C -10.061 -0.743 -2.202  -0.125
O -8.706 -0.902 -1.787  0.052
C -8.450 0.065 -0.865  -0.566
O -7.464 0.112 -0.196  0.152
O -9.462 0.969 -0.805  0.068
H -11.373 0.885 -1.622  0.138
H -10.071 1.364 -2.731  0.133
H -10.691 -1.420 -1.620  0.137
H -10.174 -0.978 -3.260  0.133
C 3.882 2.773 8.265  -0.120
C 4.517 2.250 9.518  -0.117
O 3.387 1.885 10.317  0.073
C 2.354 1.657 9.471  -0.538
O 1.310 1.173 9.796  0.134
O 2.654 2.046 8.206  0.070
H 4.487 2.587 7.381  0.112
H 3.657 3.841 8.322  0.136
H 5.129 1.360 9.337  0.097
H 5.126 3.001 10.023  0.140
C -0.998 0.924 11.673  -0.133
C -0.371 0.399 12.932  -0.126
O -1.502 0.036 13.721  0.057
C -2.537 -0.192 12.867  -0.563
O -3.579 -0.672 13.187  0.154
O -2.226 0.199 11.603  0.060
H -0.385 0.738 10.794  0.092
H -1.221 1.993 11.730  0.136
H 0.239 -0.490 12.757  0.136
H 0.235 1.148 13.441  0.134
C 9.764 1.697 8.894  -0.123
C 9.229 2.692 7.902  -0.123
O 8.031 2.069 7.445  0.067
C 7.630 1.205 8.413  -0.537
O 6.575 0.648 8.421  0.139
O 8.581 1.060 9.370  0.074
H 10.306 2.171 9.711  0.136
H 10.407 0.946 8.429  0.136
H 8.975 3.650 8.363  0.137
H 9.915 2.869 7.075  0.135
C 2.745 -3.633 -3.136  -0.136
C 3.037 -5.075 -3.452  -0.124
O 4.385 -5.229 -3.023  0.074
C 4.624 -4.272 -2.086  -0.544
O 5.596 -4.224 -1.407  0.182
O 3.600 -3.372 -2.029  0.038
H 1.701 -3.465 -2.869  0.123
H 3.013 -2.962 -3.957  0.127
H 2.406 -5.764 -2.884  0.136
H 2.937 -5.299 -4.514  0.134